[1]
A structure of composition C30H25GeLuN6OS2 in a non-equilibrium geometry, computed with ωB97M-V/def2-TZVPD.

```
66
Properties=species:S:1:pos:R:3:lowdin_charge:R:1
Lu 1.50534 0.40947 0.32367 1.462
N 5.13021 -0.28654 2.36810 0.115
C 3.82004 -0.03004 2.20458 -0.839
S 3.33233 1.59009 1.60086 0.501
N 2.91086 -0.91616 2.52470 -0.025
N 1.56941 -0.52913 2.30949 -0.221
C 0.69140 -0.99596 3.14575 -0.032
C -0.70987 -0.63306 3.08697 -0.143
C -1.43805 -1.01869 4.22002 0.008
C -2.65055 -0.39406 4.42390 -0.055
C -3.23545 0.48960 3.55232 -0.019
C -2.56765 0.78880 2.37921 -0.014
C -1.34657 0.21380 2.15802 -0.221
O -0.64913 0.37991 0.91625 -0.450
H 5.80252 0.42980 2.28410 0.085
H 5.44040 -1.23239 2.53581 0.121
H 0.99968 -1.60805 4.04457 0.160
H -0.88277 -1.68238 4.90520 0.134
H -3.21940 -0.66494 5.28371 0.114
H -4.14970 0.91818 3.88957 0.121
H -2.98064 1.52270 1.70553 0.102
N 2.83635 -2.02267 -3.15227 0.211
C 2.75120 -3.16984 -2.32655 -0.156
C 2.81144 -4.51635 -2.64594 0.003
C 2.55272 -5.39566 -1.61638 -0.037
C 2.25152 -4.93559 -0.29297 -0.039
C 2.06612 -3.58718 -0.02686 -0.008
C 2.30149 -2.71895 -1.09512 -0.218
N 2.16114 -1.32842 -1.16546 0.030
C 2.50834 -0.96022 -2.39293 -0.263
C 2.60558 0.44826 -2.79257 -0.287
C 3.11103 1.05547 -3.90127 -0.270
S 3.03617 2.76593 -3.68704 1.155
C 2.24703 2.55046 -2.23339 -0.460
N 2.09397 1.32048 -1.81319 -0.098
H 3.17277 -2.05679 -4.08228 0.166
H 3.05396 -4.83686 -3.63443 0.118
H 2.60342 -6.45648 -1.78317 0.113
H 2.18377 -5.64523 0.51239 0.110
H 1.87166 -3.18163 0.97268 0.103
H 3.54724 0.59261 -4.77085 0.094
H 1.88929 3.39664 -1.68813 0.076
Ge -1.59174 0.82747 -0.69428 1.045
C -1.03584 2.69860 -0.70091 -0.322
C -0.36840 3.25161 0.39096 -0.135
C 0.09390 4.56927 0.36315 -0.063
C -0.24371 5.37294 -0.69405 -0.086
C -0.93261 4.88841 -1.77181 -0.051
C -1.28235 3.50936 -1.81206 -0.088
C -3.34668 0.11753 -0.67275 -0.348
C -3.50220 -1.24130 -0.91677 -0.092
C -4.77415 -1.80644 -0.84906 -0.056
C -5.87349 -1.04612 -0.50920 -0.030
C -5.66463 0.31672 -0.23004 -0.039
C -4.40863 0.90708 -0.33235 -0.128
H -0.56596 0.05890 -1.52487 0.003
H -0.14794 2.66655 1.31104 0.103
H 0.72786 4.95107 1.16247 0.126
H 0.01517 6.41415 -0.71040 0.118
H -1.14473 5.58791 -2.60597 0.132
H -1.74677 3.15327 -2.71955 0.106
H -2.62768 -1.84115 -1.07765 0.098
H -4.91878 -2.84839 -1.14701 0.122
H -6.83932 -1.48943 -0.41008 0.113
H -6.47812 0.92921 0.09744 0.109
H -4.37180 1.98383 -0.19283 0.118
```

Output
energy above the lowest of the compared OMol25 structures with the same formula, charge and spin = 9.6 kcal/mol
total charge = +2

[2]
A structure of composition C5H4O3 in a non-equilibrium geometry, computed with ωB97M-V/def2-TZVPD.

```
12
Properties=species:S:1:pos:R:3:lowdin_charge:R:1
C -0.64660 -0.75238 1.84367 0.171
C -0.10863 -0.51906 0.52522 -0.135
C 0.63153 0.73173 0.28528 -0.372
C 0.62784 0.95176 -1.37984 0.000
C -0.54698 -1.05566 -0.81509 -0.508
H -0.40284 0.46228 2.43277 0.195
H -1.17634 -1.72767 2.15787 0.100
H 1.68702 0.87689 -1.82916 0.151
H 0.01212 1.93866 -1.38354 0.153
O 1.21682 1.32823 1.12689 0.095
O -0.11222 -0.25403 -1.79294 -0.004
O -1.18172 -1.98075 -1.17115 0.153
```

Output
energy above the lowest of the compared OMol25 structures with the same formula, charge and spin = 79.2 kcal/mol
total charge = 0

[3]
A cluster of 12 separate species, C50H68N7O12 in total in a non-equilibrium geometry, computed with ωB97M-V/def2-TZVPD.

```
137
Properties=species:S:1:pos:R:3:lowdin_charge:R:1
C -0.99754 -0.49752 0.02836 -0.132
C 0.33662 -0.38505 -0.64247 -0.528
O 0.73229 0.89748 -1.12214 -0.331
H -1.86122 -0.17257 -0.55178 0.054
H -0.92925 0.19430 0.86790 0.051
H -1.08576 -1.50412 0.43713 0.040
H 0.34725 -1.10001 -1.46516 0.046
H 1.03621 -0.85680 0.04756 0.050
C 3.83994 0.19235 1.24884 -0.074
O 4.84931 0.18349 0.28393 -0.014
C 4.72153 0.92321 -0.82744 -0.588
O 3.82699 1.73243 -1.17198 0.099
O 5.68184 0.55038 -1.59812 0.000
C 5.68075 0.70355 -3.03207 -0.019
H 4.23245 0.55489 2.19890 0.083
H 3.48792 -0.82495 1.41993 0.060
H 2.95796 0.76350 0.95899 0.082
H 6.49002 0.19633 -3.55734 0.088
H 5.67905 1.75927 -3.30322 0.088
H 4.75282 0.34639 -3.47871 0.078
C -0.46273 -4.24575 -1.81922 -0.057
O -0.68403 -3.81850 -0.53765 -0.015
C -0.70403 -4.64117 0.50925 -0.558
O -0.58019 -5.89928 0.44972 0.058
O -0.79544 -3.85040 1.56039 -0.019
C -0.61299 -4.43117 2.88408 -0.016
H -1.17471 -3.83981 -2.53783 0.084
H -0.49559 -5.33500 -1.84276 0.097
H 0.50533 -3.84901 -2.12512 0.087
H 0.16583 -5.19374 2.88444 0.088
H -1.56287 -4.83362 3.23604 0.100
H -0.20358 -3.75511 3.63470 0.072
C -3.55821 -2.10544 2.34478 -0.040
O -2.97922 -2.23770 3.63137 0.000
C -3.02816 -1.18067 4.44897 -0.521
O -3.28606 -0.00985 4.17387 0.105
O -2.41651 -1.52806 5.62782 -0.042
C -2.19585 -0.60932 6.69664 -0.039
H -4.61102 -1.85612 2.21243 0.102
H -3.44790 -3.07448 1.85807 0.093
H -3.01807 -1.34420 1.78186 0.072
H -2.86581 -0.97657 7.47407 0.089
H -2.55627 0.39283 6.46450 0.097
H -1.17989 -0.68916 7.08338 0.063
C -3.83204 1.46142 1.29387 -0.107
O -4.50208 2.53647 0.63981 -0.165
C -3.73751 3.73409 0.74924 -0.200
C -4.58043 4.93694 0.32819 -0.195
O -5.39114 5.37651 1.40743 -0.189
C -4.77392 6.27518 2.40580 -0.071
H -2.78335 1.30796 1.03932 0.060
H -4.20221 0.49627 0.94810 0.076
H -3.86590 1.50050 2.38265 0.072
H -2.78523 3.60919 0.23379 0.112
H -3.42859 3.87767 1.78464 0.104
H -5.30870 4.61832 -0.41759 0.115
H -3.99450 5.72767 -0.14037 0.110
H -4.66105 7.30706 2.07324 0.075
H -3.78396 5.94069 2.71595 0.055
H -5.37983 6.27766 3.31187 0.077
N -4.55892 -1.60301 -3.32312 0.039
C -4.84068 -1.22597 -4.61511 -0.123
C -3.80938 -0.83979 -5.52667 -0.066
C -2.47299 -0.91597 -5.09532 -0.070
C -2.24260 -1.21105 -3.75922 -0.071
C -3.29296 -1.63915 -2.94157 -0.169
H -5.88838 -1.28268 -4.87104 0.087
H -4.09442 -0.65804 -6.55240 0.087
H -1.71776 -0.60374 -5.80139 0.097
H -1.23938 -1.29202 -3.36755 0.077
H -3.18571 -1.94871 -1.91246 0.098
N 4.53503 -3.88456 3.50040 0.043
C 4.76530 -5.05751 2.83154 -0.132
C 3.93928 -5.58539 1.79797 -0.063
C 2.79438 -4.88267 1.49531 -0.097
C 2.55530 -3.65200 2.11671 -0.072
C 3.40987 -3.16846 3.16630 -0.108
H 5.69965 -5.50354 3.13886 0.088
H 4.14038 -6.44933 1.18190 0.099
H 2.21636 -5.17442 0.63091 0.105
H 1.65572 -3.13179 1.82257 0.081
H 3.14702 -2.32227 3.78376 0.083
N 1.79847 0.77847 3.51013 0.095
C 2.25001 1.22654 4.76168 -0.110
C 1.93298 0.63050 5.99145 -0.057
C 1.12415 -0.53890 5.93368 -0.082
C 0.74498 -1.00448 4.69723 -0.105
C 1.05103 -0.35938 3.53273 -0.127
H 2.72774 2.18614 4.89334 0.097
H 2.34494 1.01943 6.91093 0.093
H 0.80101 -1.06774 6.81816 0.092
H 0.21519 -1.94442 4.64989 0.087
H 0.72621 -0.74419 2.57732 0.101
N 1.87855 1.41537 -4.51412 0.113
C 1.25569 0.21363 -4.53535 -0.136
C 1.54769 -0.80441 -5.43815 -0.106
C 2.48241 -0.61011 -6.47259 -0.093
C 3.14415 0.62261 -6.48955 -0.087
C 2.80504 1.59815 -5.50126 -0.133
H 0.48367 0.00508 -3.80947 0.074
H 1.04794 -1.76074 -5.39249 0.089
H 2.78415 -1.33166 -7.21739 0.092
H 3.81644 0.84699 -7.30446 0.084
H 3.26541 2.57288 -5.56732 0.092
N 0.31620 4.28666 0.25421 0.104
C -0.32570 5.42029 0.58894 -0.166
C -0.93343 5.66151 1.84360 -0.108
C -0.78676 4.71538 2.85782 -0.107
C -0.14078 3.51976 2.54672 -0.072
C 0.33345 3.35465 1.23874 -0.119
H -0.26225 6.28208 -0.05889 0.090
H -1.40284 6.63415 1.84791 0.084
H -1.25659 4.83213 3.82323 0.092
H -0.07295 2.73818 3.28896 0.078
H 0.93281 2.48081 1.02999 0.081
N 5.77071 -3.13441 -1.56349 0.069
C 4.63362 -2.80303 -0.89731 -0.129
C 3.45319 -2.52767 -1.58871 -0.043
C 3.38048 -2.73718 -2.96735 -0.088
C 4.48737 -3.14768 -3.61341 -0.103
C 5.68052 -3.31664 -2.91070 -0.146
H 4.68588 -2.48473 0.13340 0.091
H 2.58855 -2.10385 -1.09966 0.087
H 2.45839 -2.41107 -3.42540 0.084
H 4.50618 -3.26315 -4.68705 0.095
H 6.54990 -3.53082 -3.51461 0.091
N -1.24108 3.65353 -2.67843 0.093
C -1.91879 4.79961 -2.83916 -0.186
C -3.31270 4.97003 -2.83429 -0.084
C -4.04356 3.74090 -2.90053 -0.092
C -3.39805 2.55515 -2.60774 -0.085
C -2.00462 2.52160 -2.51600 -0.102
H -1.33280 5.70205 -2.93198 0.087
H -3.71157 5.95354 -3.03434 0.088
H -5.11643 3.75511 -3.02362 0.095
H -3.89715 1.59740 -2.60504 0.092
H -1.38292 1.63917 -2.48142 0.077
```

Output
total charge = -1

no.,E_HOMO (eV)
1,-13.6
2,-10.1
3,-3.1